## w
Density functional theory data (the ωB97M-V functional and the def2-TZVPD basis) for a 2-piece molecular cluster, C4H9NOS overall.

LUMO energy (spin up / spin down) ... -0.07 / -0.43 eV

Last column: Mulliken charge in e.
Positions of all 16 atoms, in Å:
C 1.359 -0.267 0.206  0.72
C 2.610 -1.156 0.038  -1.33
C -2.251 1.161 0.206  -0.51
C -2.424 -0.241 -0.044  -0.61
N 0.380 -0.328 -0.826  -0.45
O 1.662 1.100 0.032  -0.38
S 0.491 1.275 -1.133  0.19
H 0.881 -0.531 1.253  0.18
H 2.336 -1.931 -0.632  0.37
H 2.836 -1.572 1.015  0.30
H 3.401 -0.570 -0.317  0.34
H -1.556 1.706 -0.595  0.08
H -3.183 1.740 0.093  0.31
H -1.683 1.203 1.216  0.21
H -1.606 -0.911 0.173  0.33
H -3.255 -0.678 -0.684  0.25



## x
Density functional theory data (the ωB97M-V functional and the def2-TZVPD basis) for a 2-piece molecular cluster, C4H9NOS overall.

LUMO energy (spin up / spin down) ... -0.93 / -2.37 eV

Last column: Mulliken charge in e.
Positions of all 16 atoms, in Å:
C -0.867 -1.313 1.278  -1.09
C -0.524 1.822 -1.114  -1.08
C -1.034 -0.578 -0.069  -0.13
C -0.569 0.813 0.018  -0.16
N 1.862 -0.273 -0.564  -0.30
O 4.233 -0.798 -0.286  -0.48
S 3.022 -0.335 0.361  0.35
H 0.229 -1.149 1.548  0.19
H -0.856 -2.408 1.189  0.33
H -1.561 -0.901 1.942  0.37
H 0.345 1.657 -1.657  0.32
H -1.294 1.625 -1.856  0.34
H -0.527 2.788 -0.558  0.32
H -2.183 -0.739 -0.408  0.32
H -0.305 -1.129 -0.718  0.27
H 0.031 0.920 0.895  0.44



Short version: x, w, most stable first.



## w
Density functional theory data (the ωB97M-V functional and the def2-TZVPD basis) for C4H8NO2S as an isolated structure.

LUMO energy ... 3.84 eV
Net charge ... -1

Last column: Mulliken charge in e.
Positions of all 16 atoms, in Å:
C 0.927 -1.832 0.818  -0.78
N -0.259 -1.117 0.344  -0.43
C -0.092 0.353 0.173  -0.05
C -1.522 0.863 0.236  -0.55
S -1.600 2.624 -0.231  -0.57
C 0.800 0.719 -1.116  0.49
O 1.582 -0.166 -1.452  -0.65
O 0.668 1.898 -1.588  -0.64
H 1.652 -1.970 0.015  0.28
H 0.605 -2.790 1.247  0.28
H 1.591 -1.263 1.487  0.28
H -0.509 -1.506 -0.557  0.27
H 0.564 0.679 0.978  0.22
H -2.121 0.310 -0.512  0.23
H -1.932 0.777 1.236  0.33
H -0.354 2.420 -1.076  0.31



## x
Density functional theory data (the ωB97M-V functional and the def2-TZVPD basis) for an isolated ion of composition C4H8NO2S and charge -1.

LUMO energy ... 3.21 eV
SMILES string ... O=C[C@@H](CS)NC[O-]
Net charge ... -1

Last column: Mulliken charge in e.
Positions of all 16 atoms, in Å:
O 1.601 0.869 -2.092  -0.53
C 0.484 1.103 -1.611  -0.31
C -0.253 0.320 -0.538  0.48
C 0.627 -0.157 0.799  -0.82
S 1.965 -1.398 0.678  -0.26
N -1.353 1.150 -0.038  -0.56
C -2.543 0.183 0.259  -0.32
O -2.375 -0.226 1.451  -0.81
H -0.022 2.022 -1.981  0.36
H -0.582 -0.629 -0.727  0.25
H -0.239 -0.748 1.441  0.25
H 0.855 0.737 1.384  0.42
H 1.276 -2.606 0.663  0.11
H -1.019 1.554 0.723  0.26
H -3.493 0.750 0.181  0.27
H -2.449 -0.581 -0.587  0.22



## y
Density functional theory data (the ωB97M-V functional and the def2-TZVPD basis) for a 3-piece molecular cluster, C4H8NO2S overall.

LUMO energy ... 0.90 eV
Net charge ... -1

Last column: Mulliken charge in e.
Positions of all 16 atoms, in Å:
O -0.054 1.890 3.281  -0.51
C 0.731 1.696 2.384  0.09
N 0.992 0.558 1.643  -0.48
C 0.092 0.271 0.684  0.00
C 0.346 0.898 -0.740  -0.20
S -1.005 1.707 -1.406  -0.23
C 0.787 -0.516 -0.580  -0.48
O -0.689 -2.770 -0.818  -0.97
H 1.372 2.561 2.052  0.33
H -2.324 -1.053 -2.411  0.10
H -0.900 -0.143 0.814  0.50
H 1.236 1.519 -0.690  0.29
H -1.653 -0.991 -2.716  -0.11
H -0.883 -3.636 -0.449  0.11
H 1.817 -0.576 -0.242  0.31
H 0.137 -1.416 -0.805  0.24



## z
Density functional theory data (the ωB97M-V functional and the def2-TZVPD basis) for a 2-piece molecular cluster, C4H8NO2S overall.

LUMO energy ... -0.29 eV
Net charge ... -1

Last column: Mulliken charge in e.
Positions of all 16 atoms, in Å:
C -0.639 0.194 1.266  -1.31
C -0.217 0.110 -0.183  0.61
C -0.307 -1.294 -0.806  -0.75
S -2.592 -3.240 -0.932  -0.21
N 1.250 0.435 -0.246  -0.52
C 1.586 1.855 0.193  0.47
O 1.797 2.634 -0.744  -0.71
O 1.647 2.014 1.423  -0.71
H -0.246 1.112 1.714  0.37
H -1.722 0.200 1.407  0.35
H -0.328 -0.639 1.896  0.28
H -0.681 0.901 -0.815  0.26
H -0.149 -1.219 -1.875  0.38
H -1.360 -1.697 -0.868  -0.31
H 0.381 -1.870 -0.223  0.51
H 1.580 0.503 -1.207  0.28



Short version: w, z, x, y, most stable first.



## w
Density functional theory data (the ωB97M-V functional and the def2-TZVPD basis) for C7H17NO in the gas phase.

LUMO energy ... 0.79 eV
SMILES string ... CCC(CC)[C@H](O)CN

Last column: Mulliken charge in e.
Positions of all 26 atoms, in Å:
C 2.205 0.072 1.343  -0.82
C 1.791 -0.643 -0.052  -0.71
C 0.233 -0.702 -0.317  0.27
C -0.914 -1.271 0.492  -0.34
C -0.800 -0.877 1.953  -1.33
C -0.011 0.923 -0.655  -0.07
C -0.811 1.298 -1.831  -1.29
H 2.477 1.223 1.031  0.24
H 1.299 -0.139 1.964  0.20
H 3.130 -0.633 1.648  0.30
H 2.313 -0.251 -1.056  0.35
H 2.184 -1.790 0.260  0.30
H 0.201 -1.162 -1.406  0.25
H -0.757 -2.213 0.120  0.46
H -1.769 -0.671 -0.113  0.19
H -0.275 0.212 2.098  0.31
H -1.566 -1.198 2.624  0.39
H 0.061 -1.605 2.082  0.31
H 1.036 1.247 -1.031  0.36
H -1.195 1.243 0.934  0.42
H -0.992 2.422 -1.709  0.37
H -0.177 1.166 -2.671  0.46
H -2.620 1.228 -1.564  0.30
H -2.389 -0.259 -2.452  0.26
N -2.239 0.770 -2.266  -0.57
O -0.415 1.611 0.572  -0.61



## x
Density functional theory data (the ωB97M-V functional and the def2-TZVPD basis) for a 2-piece molecular cluster, C7H17NO overall.

LUMO energy ... 0.80 eV
SMILES string ... CN(C)C=O.CCCC

Last column: Mulliken charge in e.
Positions of all 26 atoms, in Å:
C 1.224 0.054 -2.168  -1.11
C 2.585 -0.504 1.450  -1.19
C 1.666 -0.695 -0.911  -0.25
C 2.143 0.245 0.194  -0.28
H 0.885 -0.650 -2.946  0.33
H 2.063 0.646 -2.569  0.37
H 0.393 0.739 -1.927  0.14
H 3.415 -1.189 1.210  0.33
H 1.745 -1.096 1.852  0.26
H 2.923 0.200 2.229  0.34
H 0.821 -1.298 -0.525  0.20
H 2.488 -1.391 -1.166  0.33
H 2.987 0.849 -0.192  0.34
H 1.321 0.941 0.449  0.18
O -1.388 -1.569 1.805  -0.59
C -1.531 -0.369 1.616  0.16
N -2.147 0.199 0.546  0.16
C -2.270 1.632 0.410  -0.86
C -2.708 -0.626 -0.501  -0.94
H -1.153 0.400 2.333  0.29
H -1.770 1.981 -0.510  0.28
H -3.330 1.932 0.369  0.32
H -1.798 2.125 1.276  0.28
H -2.535 -1.686 -0.253  0.28
H -3.795 -0.460 -0.597  0.32
H -2.233 -0.410 -1.473  0.30



## y
Density functional theory data (the ωB97M-V functional and the def2-TZVPD basis) for a 2-piece molecular cluster, C7H17NO overall.

LUMO energy ... 0.91 eV
SMILES string ... CCN(C)C(C)=O.CC

Last column: Mulliken charge in e.
Positions of all 26 atoms, in Å:
C 0.778 -0.126 1.048  0.23
C -0.160 -0.009 2.247  -1.58
C 2.158 -2.021 0.312  -0.87
C -0.060 0.018 -1.701  -1.27
C 0.416 -1.270 -1.091  0.79
O 0.364 -2.307 -1.703  -0.58
N 0.795 -1.362 0.301  0.07
H 0.415 0.651 0.369  -0.28
H 1.720 0.378 1.254  0.33
H -1.120 -0.486 2.045  0.34
H 0.017 0.787 2.916  0.42
H 2.185 -2.790 1.085  0.27
H -1.050 0.203 -1.290  0.11
H 0.151 -0.870 2.851  0.44
H 2.339 -2.568 -0.603  0.36
H 2.820 -1.208 0.553  0.29
H 0.429 0.951 -1.432  0.41
H -0.136 -0.190 -2.757  0.36
C -1.474 3.451 0.584  -0.83
C -2.347 2.551 -0.348  -0.08
H -1.373 4.428 0.129  0.31
H -2.057 3.505 1.500  0.24
H -0.547 2.954 0.856  0.25
H -1.847 1.663 -0.693  -0.38
H -2.614 3.161 -1.213  0.33
H -3.282 2.278 0.114  0.32



Short version: x, y, w, most stable first.



## w
Density functional theory data (the ωB97M-V functional and the def2-TZVPD basis) for C7H17NO as an isolated structure.

LUMO energy ... 0.88 eV

Last column: Mulliken charge in e.
Positions of all 26 atoms, in Å:
C 0.340 -0.399 -0.342  2.11
C -0.316 0.415 0.648  -1.12
C 0.569 2.011 0.442  -0.50
C -0.785 -2.410 1.549  -0.95
C -0.048 -0.223 -1.794  -1.87
C 1.783 -0.804 -0.144  -1.84
C 0.001 2.904 -0.634  -1.08
N -0.680 -1.932 0.187  -0.30
O -2.026 -1.830 -0.346  -0.43
H -2.555 -1.368 0.329  0.31
H -1.359 0.653 0.444  0.38
H -0.094 0.182 1.687  0.36
H 1.654 1.936 0.347  0.32
H 0.401 2.455 1.428  0.37
H -1.425 -1.773 2.189  0.37
H -1.218 -3.419 1.581  0.26
H 0.209 -2.458 2.002  0.31
H 1.903 -1.835 -0.495  0.47
H -0.985 0.324 -1.919  0.31
H 0.734 0.265 -2.378  0.37
H -0.224 -1.217 -2.221  0.48
H 2.087 -0.751 0.903  0.33
H 2.456 -0.176 -0.733  0.44
H 0.292 2.569 -1.634  0.24
H 0.375 3.929 -0.528  0.38
H -1.089 2.953 -0.568  0.26



## x
Density functional theory data (the ωB97M-V functional and the def2-TZVPD basis) for C7H17NO as an isolated structure.

LUMO energy ... 0.87 eV

Last column: Mulliken charge in e.
Positions of all 26 atoms, in Å:
C -1.138 0.018 0.203  1.63
C 0.731 -0.486 0.070  0.68
C 0.964 0.636 -0.794  -0.67
C -1.200 0.971 1.394  -1.66
C -1.842 0.633 -1.006  -1.77
C -1.825 -1.300 0.555  -1.85
C 0.970 -1.865 -0.490  -1.53
N 3.157 1.482 0.238  -0.53
O 2.710 0.521 -0.728  -0.36
H 1.100 -0.368 1.088  0.30
H 3.667 2.174 -0.312  0.22
H 3.858 0.986 0.787  0.23
H 0.755 0.481 -1.849  0.29
H 0.819 1.638 -0.401  0.35
H -0.762 0.523 2.291  0.39
H -2.240 1.224 1.639  0.45
H -0.681 1.913 1.197  0.31
H -1.480 1.638 -1.238  0.39
H -1.746 0.005 -1.895  0.37
H -2.915 0.756 -0.803  0.47
H -2.880 -1.130 0.811  0.47
H -1.359 -1.790 1.414  0.35
H -1.819 -2.000 -0.286  0.39
H 0.552 -1.978 -1.492  0.29
H 2.048 -2.039 -0.548  0.43
H 0.557 -2.643 0.158  0.38



Short version: x, w, most stable first.